# 1
The following is a quantum chemistry calculation of C2H3Cl2NO in the gas phase, from the Open Molecules 2025 dataset.

Element x y z (Å)
Cl1 -0.74249 1.92933 -0.04793
Cl2 1.87357 0.92834 0.44069
O1 -1.25139 0.38884 1.96228
N1 -0.32128 -0.13890 1.47499
C1 0.14805 0.41365 0.22935
C2 0.08692 -0.63368 -0.84048
H1 0.62009 -1.49299 -0.42774
H2 -0.93222 -1.09824 -1.11532
H3 0.51873 -0.29635 -1.67584

ΔE to the lowest compared entry with this formula, charge and spin   313.1 kJ/mol
Frontier orbital gap   9.225 eV
SMILES   CC(Cl)(Cl)N=O
E   -30702.271 eV



# 2
The following is a quantum chemistry calculation of 2 unconnected molecules or ions with the total composition C4H12, from the Open Molecules 2025 dataset.

Element x y z (Å)
C1 -0.01479 -1.06527 -1.48807
C2 1.48109 -0.99803 -1.89354
C3 -0.10283 0.60641 1.34111
C4 -1.25043 1.31992 1.98014
H1 -0.02526 0.28627 0.35032
H2 -0.86172 -1.07815 -2.32316
H3 2.04505 -0.87496 -1.00111
H4 -2.17218 1.29383 1.34906
H5 -1.10431 2.39700 1.95983
H6 -0.37066 -0.11562 -0.86466
H7 -0.30288 -1.92473 -0.80650
H8 1.57898 -0.06213 -2.39126
H9 1.75538 -1.79000 -2.62445
H10 0.01091 -0.20852 2.07731
H11 0.77265 1.30973 1.41853
H12 -1.43899 0.90425 2.91647

ΔE to the lowest compared entry with this formula, charge and spin   158.6 kJ/mol
Frontier orbital gap   11.777 eV
SMILES   CC.CC
E   -4340.885 eV



# 3
The following is a quantum chemistry calculation of 8 unconnected molecules or ions with the total composition C24H32O24, from the Open Molecules 2025 dataset.

Element x y z (Å)
O1 -0.55245 6.05242 1.00657
O2 -1.26225 -0.98725 3.83432
O3 0.53514 -0.06291 -1.70639
O4 -1.09190 -6.39497 1.56658
O5 5.26576 3.39244 -1.53498
O6 0.52944 4.56923 -0.25253
O7 -1.01501 -0.68278 -0.30900
O8 4.61301 2.38838 -3.41866
O9 2.19275 -3.53933 -6.69863
O10 -0.26302 1.02745 -7.08709
O11 -0.10307 -1.49148 5.57720
O12 -1.61200 4.01052 3.86230
O13 0.21617 -6.98741 -0.01880
O14 -0.53877 2.07671 3.04328
O15 -0.83861 -1.11996 -7.65588
O16 -2.00787 -0.06817 -6.20985
O17 0.74958 -3.02629 -5.08622
O18 1.65060 6.42345 0.49937
O19 0.77958 -1.68420 3.52386
O20 2.21310 -4.53490 -4.61830
O21 -1.39645 -0.82650 -2.52863
O22 0.15317 -4.82517 0.79703
O23 -0.77227 2.50366 5.29176
O24 3.31859 2.47416 -1.51810
C1 0.67559 -3.25238 -3.71014
C2 -1.93473 4.47706 5.15509
C3 -0.52454 -4.15420 1.83397
C4 4.44868 2.64155 -2.23902
C5 1.76490 -3.70159 -5.61834
C6 -1.58405 -5.18272 2.13959
C7 1.12410 0.10843 -0.47401
C8 -1.59713 5.11450 0.68733
C9 -0.98900 2.79813 3.97511
C10 -0.96553 0.03878 -6.99519
C11 -2.43466 -1.39862 -6.08797
C12 4.90430 3.48813 -0.20420
C13 -2.17266 -1.11780 4.80904
C14 -1.23106 3.53774 6.13199
C15 0.12749 -0.52022 0.46556
C16 1.23439 -4.68132 -3.58850
C17 3.44347 3.13050 -0.27742
C18 -0.18599 -6.12631 0.73128
C19 -0.07480 -1.35860 4.26453
C20 -1.29658 -1.03886 6.07470
C21 -1.68751 -2.10731 -7.14574
C22 -0.67067 3.96871 0.13225
C23 -0.70754 -0.50145 -1.57836
C24 0.64481 5.76850 0.43737
H1 -3.01781 4.44723 5.27409
H2 -2.30094 5.55038 -0.02173
H3 -1.13593 3.60236 -0.78286
H4 -0.31860 -3.07724 -3.29903
H5 -1.16857 -0.06471 6.54665
H6 5.40226 2.79889 0.47777
H7 -1.53121 -5.38230 3.20986
H8 -1.72109 3.08412 6.99349
H9 -0.32127 4.01709 6.49339
H10 -2.54465 -2.14233 4.80124
H11 1.32054 -2.57419 -3.15139
H12 -1.00345 -2.84981 -6.73485
H13 2.85944 4.00857 -0.55309
H14 -2.21162 -1.75092 -5.08088
H15 -2.91301 -0.33289 4.96363
H16 -1.48761 5.46661 5.24983
H17 -2.27871 -2.49022 -7.97757
H18 2.94177 2.50994 0.46509
H19 -0.38802 3.16981 0.81778
H20 -2.04639 4.86446 1.64845
H21 -3.49761 -1.27048 -6.29243
H22 -1.68336 -1.57577 6.94087
H23 -2.51089 -4.89192 1.64511
H24 0.39599 -1.54766 0.71126
H25 0.15315 -4.00961 2.67534
H26 0.07895 0.21189 1.27164
H27 -1.01528 -3.29000 1.38627
H28 1.85692 -4.69464 -2.69386
H29 0.56599 -5.53944 -3.65902
H30 5.05942 4.51152 0.13743
H31 2.01457 -0.51953 -0.50284
H32 1.37255 1.14311 -0.23776

ΔE to the lowest compared entry with this formula, charge and spin   383.5 kJ/mol
Frontier orbital gap   9.492 eV
SMILES   O=C1OCCO1.O=C1OCCO1.O=C1OCCO1.O=C1OCCO1.O=C1OCCO1.O=C1OCCO1.O=C1OCCO1.O=C1OCCO1
E   -74543.843 eV



# 4
The following is a quantum chemistry calculation of a molecular structure, C6H16N2O, from the Open Molecules 2025 dataset.

Element x y z (Å)
O1 0.18771 0.98609 1.46322
N1 0.62696 -0.09053 0.64169
N2 2.47464 -0.74163 -0.79079
C1 -1.02283 0.37865 -0.18854
C2 0.68856 -1.31888 1.42148
C3 -0.82641 1.69436 -0.89355
C4 1.94202 0.27961 0.09431
C5 -2.19520 0.35799 0.76147
C6 -1.07150 -0.79155 -1.15876
H1 -1.16630 -1.74141 -0.63555
H2 3.41871 -1.00187 -0.54040
H3 1.80945 1.24642 -0.39248
H4 1.07586 -2.13101 0.80685
H5 -2.20025 -0.54463 1.36854
H6 -2.17825 1.22045 1.42092
H7 -1.95676 -0.67209 -1.79378
H8 -1.68898 1.85793 -1.54925
H9 2.46506 -0.45484 -1.76000
H10 -0.18109 -0.82989 -1.78186
H11 2.59429 0.44604 0.96445
H12 -3.12013 0.36831 0.17263
H13 -0.75192 2.51178 -0.18307
H14 -0.30556 -1.57381 1.77934
H15 1.32225 -1.13982 2.29864
H16 0.05965 1.68434 -1.52550

ΔE to the lowest compared entry with this formula, charge and spin   480.3 kJ/mol
Frontier orbital gap   7.918 eV
E   -11505.077 eV



# 5
The following is a quantum chemistry calculation of C6H12O2Si in the gas phase, from the Open Molecules 2025 dataset.

Element x y z (Å)
Si1 0.28334 -0.46618 1.01748
O1 0.03432 1.66493 -1.39411
O2 -0.29794 -0.87396 -0.48847
C1 2.02165 0.29789 0.85080
C2 -0.28620 0.30475 -1.67268
C3 -1.01521 0.86263 1.71863
C4 0.25313 -2.26972 1.58255
C5 -1.22260 1.27101 -2.05905
C6 -0.72026 0.38964 -3.14557
H1 2.68180 -0.11259 0.08065
H2 -1.93990 1.93581 -1.78946
H3 -0.38323 -2.88460 0.78192
H4 1.26590 -2.70016 1.31821
H5 -0.83446 1.79026 1.19177
H6 -2.05162 0.54799 1.49126
H7 0.02679 0.67470 -3.85753
H8 0.02816 -2.66745 2.58692
H9 -1.48864 -0.36669 -3.37310
H10 2.57289 0.27249 1.80379
H11 -1.00244 1.00112 2.80831
H12 2.07450 1.32812 0.54768

ΔE to the lowest compared entry with this formula, charge and spin   457.0 kJ/mol
Frontier orbital gap   10.011 eV
SMILES   C[Si](C)(C)O[C@]12C[C@@H]1O2
E   -18385.457 eV



# 6
The following is a quantum chemistry calculation of C4H7NO in the gas phase, from the Open Molecules 2025 dataset.

Element x y z (Å)
O1 0.76488 -0.97962 0.70166
N1 0.73885 1.23726 1.17635
C1 -1.23030 -0.75193 -0.62497
C2 0.89548 0.04600 1.57548
C3 0.23603 -0.37695 -0.50659
C4 0.47863 1.12726 -0.26464
H1 -1.76685 -0.43694 0.27723
H2 1.35044 1.50626 -0.81023
H3 -1.68430 -0.25379 -1.48824
H4 -1.35020 -1.83286 -0.73974
H5 -0.38498 1.73938 -0.54494
H6 0.81695 -0.77443 -1.34316
H7 1.13538 -0.24965 2.59178

ΔE to the lowest compared entry with this formula, charge and spin   92.2 kJ/mol
Frontier orbital gap   10.609 eV
SMILES   C[C@H]1CN=CO1
E   -7798.689 eV